No. 1
{"formula": "C41H29Br4INOPTi", "method": "the ωB97M-V functional and the def2-TZVPD basis", "e_homo_ev": -7.4, "relative_energy_kj_mol": 38.6, "total_charge": 0, "species": ["Ti", "C", "C", "C", "C", "C", "C", "Br", "C", "C", "Br", "C", "O", "C", "N", "H", "H", "H", "H", "H", "H", "Br", "C", "Br", "H", "H", "I", "C", "C", "C", "C", "C", "C", "C", "C", "C", "P", "C", "C", "C", "C", "C", "C", "C", "C", "C", "C", "C", "C", "C", "H", "H", "H", "H", "H", "H", "H", "H", "H", "H", "H", "H", "H", "H", "H", "H", "C", "C", "C", "C", "C", "C", "C", "C", "H", "H", "H", "H", "H"], "coordinates": [[-0.157, -0.275, 0.303], [-0.428, -3.815, -0.300], [-1.293, -3.013, -1.223], [-2.151, -3.673, -2.127], [-2.877, -2.961, -3.027], [-2.767, -1.557, -3.061], [-3.408, -0.717, -4.000], [-4.522, -1.455, -5.346], [-3.215, 0.631, -3.964], [-2.394, 1.208, -2.984], [-2.168, 3.078, -2.953], [-1.746, 0.454, -2.024], [-0.985, 0.949, -1.097], [-1.930, -0.962, -2.095], [-1.216, -1.700, -1.193], [-0.813, -4.827, -0.185], [-0.370, -3.359, 0.684], [0.577, -3.877, -0.724], [-2.209, -4.753, -2.092], [-3.532, -3.459, -3.730], [-3.698, 1.272, -4.689], [0.989, 1.514, 1.743], [-2.881, 1.072, 1.521], [-4.417, 0.600, 0.395], [-2.520, 2.018, 1.136], [-3.272, 1.187, 2.529], [2.171, -1.974, 1.262], [3.759, -0.610, 1.162], [4.330, -0.352, 2.372], [5.573, 0.309, 2.452], [6.245, 0.599, 1.307], [5.668, 0.341, 0.038], [6.422, 0.583, -1.135], [5.895, 0.338, -2.366], [4.541, -0.030, -2.467], [3.748, -0.238, -1.366], [1.929, -0.140, -1.670], [1.662, -1.483, -2.877], [0.609, -1.433, -3.792], [0.326, -2.525, -4.600], [1.084, -3.684, -4.503], [2.133, -3.745, -3.596], [2.421, -2.651, -2.788], [1.818, 1.409, -2.627], [2.112, 1.518, -3.986], [2.058, 2.752, -4.617], [1.729, 3.891, -3.892], [1.439, 3.789, -2.540], [1.470, 2.552, -1.910], [4.343, -0.179, -0.065], [3.846, -0.688, 3.279], [6.001, 0.524, 3.423], [7.238, 1.033, 1.341], [7.435, 0.953, -1.027], [6.480, 0.495, -3.262], [4.093, -0.078, -3.453], [-0.005, -0.543, -3.868], [-0.499, -2.468, -5.301], [0.862, -4.534, -5.137], [2.736, -4.642, -3.519], [3.249, -2.704, -2.092], [2.380, 0.639, -4.562], [2.276, 2.824, -5.675], [1.690, 4.854, -4.385], [1.168, 4.670, -1.971], [1.211, 2.474, -0.862], [-1.864, 0.019, 1.405], [-1.323, -1.080, 1.758], [-1.491, -2.249, 2.620], [-0.537, -2.564, 3.587], [-0.669, -3.710, 4.360], [-1.746, -4.565, 4.170], [-2.700, -4.257, 3.210], [-2.579, -3.106, 2.446], [0.306, -1.897, 3.728], [0.077, -3.934, 5.112], [-1.844, -5.460, 4.771], [-3.549, -4.913, 3.059], [-3.328, -2.861, 1.700]], "forces_ev_per_angstrom": [[-0.7704, 1.1718, 0.4703], [0.0171, -0.0838, -0.1548], [-0.0203, -0.1545, 0.1353], [0.0868, -0.1434, 0.0937], [-0.1087, -0.0202, -0.1090], [0.0676, 0.0494, 0.0588], [-0.0059, -0.0488, -0.0058], [0.0053, -0.0042, 0.0119], [-0.0070, 0.1265, -0.0114], [0.0031, 0.1192, -0.0639], [-0.0470, -0.0099, -0.0181], [-0.0360, 0.1155, 0.1639], [0.1703, -0.5292, 0.1388], [-0.2288, -0.1345, -0.0853], [0.3762, 0.3063, 0.0674], [-0.0013, 0.0111, -0.0020], [-0.0266, 0.0293, 0.0638], [0.0232, -0.0277, 0.0035], [0.0026, 0.0338, -0.0133], [0.0128, 0.0008, 0.0050], [0.0074, -0.0023, 0.0137], [0.0027, -0.2420, -0.3876], [-0.0410, -0.1893, 0.0493], [0.0147, -0.0191, 0.0117], [0.0134, 0.0462, -0.0154], [-0.0072, -0.0057, 0.0206], [-0.0704, 0.0007, -0.2166], [-0.0155, -0.0112, -0.0635], [0.0860, 0.0172, 0.1096], [-0.0285, -0.0144, 0.0482], [0.0168, 0.0165, -0.0584], [-0.1016, -0.0446, 0.0319], [0.0368, -0.0025, 0.0203], [-0.0382, -0.0114, -0.0243], [0.0666, 0.0636, -0.0424], [0.0185, 0.0958, 0.0759], [-0.1930, -0.0733, 0.1413], [0.1328, -0.1122, 0.0168], [0.0052, 0.0191, -0.0365], [-0.0259, 0.0540, 0.0187], [0.0339, -0.0186, 0.0173], [-0.0142, 0.0324, 0.0104], [-0.0497, -0.0242, -0.0684], [0.0273, 0.0004, 0.0186], [-0.0529, 0.0098, -0.0847], [0.0096, -0.0430, 0.0157], [-0.0048, -0.0083, 0.0373], [0.0188, -0.0187, -0.0130], [0.0162, 0.0505, -0.0545], [0.0926, 0.0035, -0.0112], [0.0148, 0.0170, -0.0122], [-0.0088, -0.0034, -0.0275], [-0.0317, -0.0166, -0.0011], [-0.0299, -0.0045, -0.0035], [-0.0124, -0.0100, 0.0121], [0.0658, -0.0296, 0.0502], [0.0880, 0.0144, -0.0478], [0.0272, 0.0019, 0.0091], [0.0037, 0.0258, 0.0215], [-0.0179, 0.0238, 0.0010], [-0.0194, -0.0134, -0.0034], [-0.0871, 0.0202, 0.0049], [-0.0021, -0.0003, 0.0173], [-0.0003, -0.0197, 0.0081], [0.0060, -0.0262, -0.0188], [0.0270, 0.0099, 0.0000], [0.7397, 0.5800, -0.8515], [-0.1252, -1.0103, 0.4930], [-0.0508, 0.0197, -0.0223], [0.0191, -0.0336, 0.0310], [0.0319, 0.0389, 0.0142], [0.0100, 0.0224, -0.0087], [-0.0316, 0.0334, -0.0254], [-0.0602, -0.0006, -0.0210], [-0.0418, -0.0229, 0.0465], [-0.0147, -0.0023, -0.0006], [0.0047, 0.0038, -0.0122], [0.0149, 0.0081, 0.0069], [0.0120, -0.0018, 0.0107]]}

No. 2
{"formula": "C41H29BrCaN7O2S4", "method": "the ωB97M-V functional and the def2-TZVPD basis", "e_homo_ev": -4.7, "relative_energy_kj_mol": 89.4, "total_charge": -1, "species": ["Ca", "N", "C", "S", "N", "N", "C", "C", "C", "C", "C", "C", "C", "C", "C", "C", "C", "C", "N", "H", "H", "H", "H", "H", "H", "H", "H", "H", "H", "H", "Br", "C", "C", "C", "C", "C", "C", "N", "N", "C", "C", "C", "C", "O", "C", "N", "C", "C", "C", "C", "H", "H", "H", "H", "H", "H", "H", "H", "H", "O", "C", "C", "C", "C", "C", "S", "C", "C", "C", "C", "S", "C", "C", "C", "C", "S", "H", "H", "H", "H", "H", "H", "H", "H", "H"], "coordinates": [[-1.173, 0.873, -0.656], [-3.539, 4.369, -2.843], [-2.650, 3.600, -2.140], [-3.219, 2.854, -0.709], [-1.444, 3.586, -2.692], [-0.563, 2.731, -2.126], [0.676, 2.903, -2.444], [1.144, 4.022, -3.308], [0.942, 5.347, -2.925], [1.404, 6.386, -3.717], [2.059, 6.118, -4.912], [2.253, 4.804, -5.309], [1.802, 3.764, -4.507], [1.679, 1.951, -1.911], [3.042, 2.243, -1.974], [3.958, 1.323, -1.497], [3.502, 0.132, -0.963], [2.133, -0.067, -0.904], [1.239, 0.808, -1.357], [-4.368, 4.655, -2.357], [-3.146, 4.984, -3.537], [0.410, 5.552, -2.007], [1.243, 7.410, -3.403], [2.415, 6.932, -5.532], [2.755, 4.584, -6.243], [1.956, 2.737, -4.817], [3.373, 3.188, -2.379], [5.018, 1.544, -1.535], [4.173, -0.620, -0.572], [1.728, -0.965, -0.457], [0.625, -5.202, 4.828], [-0.492, -5.643, 3.359], [-1.585, -4.842, 3.068], [-2.404, -5.167, 1.999], [-2.137, -6.301, 1.231], [-1.049, -7.102, 1.554], [-0.209, -6.768, 2.605], [-3.048, -6.817, 0.249], [-3.604, -6.103, -0.606], [-3.219, -4.772, -0.875], [-4.256, -3.875, -1.062], [-4.047, -2.514, -1.209], [-2.752, -1.964, -1.238], [-2.544, -0.716, -1.329], [-1.646, -2.922, -1.218], [-0.406, -2.413, -1.415], [0.606, -3.240, -1.501], [0.476, -4.635, -1.384], [-0.760, -5.162, -1.140], [-1.881, -4.309, -1.037], [-1.789, -3.962, 3.665], [-3.253, -4.539, 1.767], [-0.873, -8.001, 0.975], [0.643, -7.387, 2.849], [-5.266, -4.271, -1.032], [-4.880, -1.829, -1.299], [1.584, -2.801, -1.678], [1.346, -5.272, -1.485], [-0.886, -6.233, -1.057], [-0.866, 1.027, 1.437], [0.216, 1.227, 2.236], [1.063, -0.057, 2.296], [0.639, -1.272, 1.847], [1.574, -2.320, 2.078], [2.694, -1.885, 2.713], [2.604, -0.207, 3.051], [0.987, 2.453, 1.706], [0.354, 3.489, 1.081], [1.227, 4.559, 0.740], [2.512, 4.324, 1.119], [2.666, 2.799, 1.882], [-0.220, 1.534, 3.674], [0.052, 2.603, 4.472], [-0.571, 2.517, 5.751], [-1.304, 1.380, 5.892], [-1.250, 0.415, 4.479], [-0.329, -1.404, 1.385], [1.413, -3.348, 1.785], [3.552, -2.460, 3.021], [-0.710, 3.469, 0.882], [0.913, 5.459, 0.229], [3.379, 4.948, 0.966], [0.673, 3.429, 4.154], [-0.481, 3.270, 6.522], [-1.884, 1.068, 6.746]], "forces_ev_per_angstrom": [[-0.4188, -0.1939, -0.2420], [0.0275, 0.0092, 0.0338], [-0.0439, 0.0582, -0.0310], [0.0984, 0.0313, -0.0697], [0.0038, 0.0004, -0.0163], [0.2157, 0.3217, -0.2314], [-0.0410, -0.0036, 0.0169], [-0.0015, 0.0258, -0.0359], [0.0095, -0.0262, -0.0037], [-0.0106, 0.0014, 0.0006], [0.0060, -0.0044, 0.0079], [-0.0038, 0.0013, 0.0102], [-0.0188, -0.0286, 0.0034], [0.0533, 0.0019, 0.0518], [0.0075, 0.0170, -0.0039], [0.0038, 0.0305, 0.0026], [-0.0153, -0.0091, 0.0199], [-0.0680, -0.0267, 0.0521], [0.1069, 0.1510, -0.1148], [-0.0081, -0.0127, -0.0066], [-0.0002, -0.0091, -0.0028], [0.0014, -0.0071, -0.0217], [0.0031, -0.0012, -0.0063], [-0.0032, -0.0019, -0.0005], [0.0001, 0.0058, 0.0036], [0.0010, -0.0018, 0.0112], [-0.0134, 0.0057, -0.0253], [-0.0047, -0.0058, 0.0031], [0.0046, 0.0079, 0.0040], [-0.0254, 0.0053, -0.0002], [0.0158, 0.0213, -0.0117], [0.0225, 0.0117, -0.0150], [0.0211, 0.0345, -0.0333], [-0.0073, -0.0461, -0.0590], [0.0370, 0.0060, -0.0062], [0.0156, 0.0042, 0.0391], [-0.0129, -0.0133, -0.0106], [-0.0775, 0.0524, 0.0842], [0.0647, -0.0810, -0.0906], [-0.0160, 0.1112, 0.0766], [-0.0047, -0.0392, 0.0084], [0.0223, 0.0200, 0.0013], [-0.1648, -0.0111, -0.0528], [-0.0151, -0.2937, -0.0084], [-0.0058, 0.0116, 0.0522], [0.0347, 0.0198, 0.0166], [-0.0081, 0.0343, 0.0574], [0.0088, -0.0180, 0.0176], [0.0129, -0.0100, -0.0231], [0.0391, 0.0211, 0.0074], [-0.0017, -0.0049, -0.0062], [-0.0113, 0.0033, -0.0198], [-0.0010, -0.0004, 0.0039], [-0.0015, 0.0020, 0.0012], [0.0037, 0.0142, 0.0029], [0.0019, -0.0036, 0.0075], [0.0094, -0.0074, 0.0019], [-0.0038, 0.0102, -0.0035], [-0.0132, 0.0103, -0.0265], [0.2870, -0.2656, 0.6772], [-0.0633, 0.1341, -0.0441], [-0.0005, 0.0178, -0.0341], [-0.0393, -0.0301, 0.0338], [-0.0121, 0.0089, -0.0353], [-0.0163, -0.0424, 0.0392], [0.0221, 0.0330, -0.0063], [-0.0424, -0.0016, 0.0114], [0.0097, -0.0223, -0.0022], [0.0141, -0.0127, -0.0042], [0.0042, 0.0148, -0.0341], [0.0365, -0.0334, -0.0111], [-0.0407, 0.0234, 0.0049], [0.0233, -0.0151, 0.0102], [0.0098, 0.0046, -0.0005], [-0.0011, 0.0109, 0.0066], [-0.0065, -0.0023, -0.0208], [0.0087, 0.0124, -0.0345], [-0.0249, -0.0419, -0.0016], [0.0007, 0.0113, -0.0055], [0.0095, 0.0290, 0.0060], [-0.0034, -0.0162, 0.0394], [-0.0076, -0.0090, 0.0092], [-0.0038, -0.0050, -0.0006], [-0.0006, -0.0046, -0.0107], [0.0060, -0.0002, -0.0128]]}

No. 3
{"formula": "C41H29Cl5O2P2Rb", "method": "the ωB97M-V functional and the def2-TZVPD basis", "e_homo_ev": -3.2, "relative_energy_kj_mol": 99.3, "total_charge": -1, "species": ["Rb", "Cl", "C", "C", "C", "Cl", "C", "Cl", "C", "Cl", "C", "Cl", "O", "P", "C", "P", "O", "C", "C", "C", "C", "C", "C", "C", "C", "C", "C", "C", "C", "C", "C", "C", "C", "C", "C", "C", "C", "C", "C", "C", "C", "H", "H", "H", "H", "H", "H", "H", "H", "H", "H", "H", "H", "H", "H", "H", "H", "H", "H", "H", "H", "H", "H", "C", "C", "C", "C", "C", "C", "C", "C", "C", "C", "H", "H", "H", "H", "H", "H", "H"], "coordinates": [[0.375, -0.741, 1.699], [-0.114, -1.493, 4.642], [-1.075, -2.805, 4.059], [-1.227, -2.929, 2.678], [-2.010, -4.020, 2.314], [-2.279, -4.263, 0.606], [-2.589, -4.919, 3.200], [-3.532, -6.269, 2.663], [-2.402, -4.725, 4.565], [-3.114, -5.803, 5.713], [-1.638, -3.650, 5.005], [-1.413, -3.393, 6.703], [0.471, -0.521, -0.729], [-0.704, -0.144, -1.518], [-2.075, 0.544, -0.522], [-1.429, 1.886, 0.553], [-0.986, 1.373, 1.854], [-2.857, 2.992, 0.676], [-3.593, 3.435, -0.424], [-4.689, 4.251, -0.232], [-5.072, 4.623, 1.049], [-4.343, 4.179, 2.145], [-3.240, 3.372, 1.958], [-0.095, 2.791, -0.287], [-0.308, 3.912, -1.089], [0.767, 4.655, -1.534], [2.063, 4.296, -1.193], [2.279, 3.176, -0.402], [1.208, 2.441, 0.066], [-1.478, -1.547, -2.366], [-2.824, -1.603, -2.720], [-3.306, -2.697, -3.412], [-2.457, -3.732, -3.767], [-1.117, -3.681, -3.410], [-0.629, -2.594, -2.712], [-0.299, 1.059, -2.807], [-1.237, 1.663, -3.645], [-0.813, 2.487, -4.668], [0.542, 2.712, -4.877], [1.478, 2.107, -4.048], [1.062, 1.280, -3.026], [-2.441, -0.251, 0.140], [-2.888, 0.896, -1.155], [-3.311, 3.135, -1.426], [-5.257, 4.599, -1.085], [-5.938, 5.255, 1.192], [-4.643, 4.462, 3.144], [-2.658, 3.003, 2.792], [-1.312, 4.210, -1.353], [0.594, 5.532, -2.142], [2.898, 4.895, -1.528], [3.283, 2.880, -0.138], [1.378, 1.584, 0.705], [-3.503, -0.809, -2.442], [-4.354, -2.745, -3.672], [-2.840, -4.580, -4.317], [-0.456, -4.493, -3.674], [0.407, -2.539, -2.406], [-2.294, 1.484, -3.500], [-1.540, 2.955, -5.318], [0.865, 3.346, -5.690], [2.532, 2.280, -4.205], [1.774, 0.801, -2.368], [5.534, -4.315, 2.201], [4.132, -4.318, 2.209], [3.440, -3.140, 2.155], [4.103, -1.894, 2.091], [3.374, -0.675, 2.067], [4.103, 0.490, 2.028], [5.509, 0.503, 1.984], [6.211, -0.670, 2.000], [5.530, -1.902, 2.069], [6.216, -3.132, 2.128], [6.071, -5.253, 2.256], [3.603, -5.260, 2.265], [2.353, -3.145, 2.170], [3.596, 1.452, 2.038], [6.036, 1.451, 1.941], [7.294, -0.669, 1.965], [7.299, -3.123, 2.123]], "forces_ev_per_angstrom": [[1.0576, -1.1105, 1.4320], [0.4641, 0.6397, 0.7393], [-0.3710, -0.4261, -0.7928], [-0.5980, -0.7040, 0.5606], [0.4534, 0.5782, 0.4134], [-0.1589, -0.1339, -0.6360], [-0.0450, -0.0662, 0.0710], [-0.0747, -0.0795, -0.0879], [-0.0157, -0.0280, 0.0695], [-0.0564, -0.0890, 0.0335], [-0.0528, -0.0900, 0.0500], [-0.0084, -0.0239, 0.0829], [0.8284, -0.0384, -0.9747], [-1.6883, -0.1536, -0.9058], [0.8534, 0.1799, -0.1082], [-0.6836, 0.5767, -0.9127], [-0.3005, 0.5918, 0.8115], [0.0176, 0.1011, -0.0439], [0.2200, -0.1942, 0.2301], [-0.2182, 0.1485, -0.1006], [0.1509, -0.0706, 0.1242], [-0.3242, 0.2449, -0.0992], [0.3194, -0.2259, -0.0966], [-0.1252, 0.2494, 0.3473], [-0.1040, -0.2376, 0.0971], [0.0521, 0.1928, -0.1777], [-0.0863, -0.1488, 0.1017], [0.2158, 0.1673, -0.0910], [-0.2718, -0.2635, 0.1278], [0.1969, 0.1784, -0.1020], [0.2129, 0.1022, 0.1428], [-0.1798, -0.0795, -0.1085], [0.1046, 0.0229, 0.0322], [-0.0997, -0.1545, -0.1220], [0.0788, 0.1878, 0.1541], [0.1045, -0.0962, -0.3168], [0.1616, -0.2438, 0.3749], [-0.0162, 0.2026, -0.2266], [0.0260, -0.1237, 0.1472], [-0.0296, 0.2351, -0.3452], [-0.2866, -0.2080, 0.3211], [0.0070, 0.1002, -0.0526], [-0.0107, 0.0307, -0.0211], [-0.0177, 0.0071, -0.0804], [-0.0349, 0.0076, -0.0401], [-0.0388, 0.0292, 0.0105], [-0.0162, 0.0120, 0.0732], [-0.0139, 0.0059, 0.0909], [-0.0252, 0.0816, -0.0143], [-0.0180, 0.0415, -0.0538], [0.0550, 0.0061, -0.0540], [0.0794, -0.0618, 0.0890], [0.1729, 0.1057, -0.0240], [-0.0502, 0.0426, 0.0054], [-0.0628, -0.0115, -0.0202], [-0.0206, -0.0607, 0.0041], [0.0592, -0.0638, 0.0033], [0.0466, -0.0891, -0.0080], [-0.1128, -0.0336, -0.0211], [-0.0497, 0.0221, -0.0335], [0.0114, 0.0581, -0.0210], [0.0774, 0.0069, 0.0023], [0.0648, -0.0241, 0.0195], [0.2866, 0.0136, -0.0129], [-0.3339, -0.1184, -0.0039], [-0.1413, -0.2221, -0.0060], [0.6854, 0.3813, -0.0060], [-1.3291, 0.2693, -0.0285], [0.2322, -0.2865, -0.0352], [0.2257, 0.1372, -0.0095], [0.2813, 0.2033, -0.0203], [-0.3001, -0.1652, 0.0119], [0.1810, -0.1849, -0.0001], [0.0688, -0.0538, -0.0053], [-0.0644, -0.0541, 0.0096], [0.0899, 0.0370, 0.0252], [-0.0557, 0.2053, -0.0010], [0.1381, 0.0517, -0.0014], [0.0990, -0.0082, 0.0148], [0.1110, -0.0280, -0.0012]]}